A cluster of 8 separate species, C18H32N8O2 in total at a distorted geometry, computed with ωB97M-V/def2-TZVPD.

Structure (ORCA input):
```
! wB97M-V def2-TZVPD RIJCOSX def2/J DEFGRID3
* xyz 0 1
C -0.974 -4.101 2.328
N -2.189 -3.806 1.640
C -2.547 -4.644 0.495
C -3.106 -2.981 2.274
O -4.284 -2.931 2.002
H -0.754 -3.298 3.034
H -0.128 -4.123 1.666
H -0.980 -5.056 2.826
H -3.649 -4.680 0.436
H -2.157 -4.285 -0.485
H -2.273 -5.717 0.668
H -2.670 -2.326 3.062
C 3.876 4.061 1.704
N 4.625 4.539 0.599
C 6.066 4.745 0.725
C 3.967 4.831 -0.561
O 2.770 4.838 -0.720
H 2.821 4.224 1.455
H 4.212 4.592 2.626
H 4.175 3.031 1.879
H 6.382 5.381 1.530
H 6.574 3.843 0.909
H 6.481 5.168 -0.182
H 4.640 5.202 -1.359
C 1.571 3.248 -2.929
C 2.135 2.039 -2.322
N 2.496 1.020 -1.974
H 2.283 3.941 -3.216
H 0.858 3.674 -2.217
H 1.003 3.004 -3.845
C 2.782 -1.613 -0.640
C 1.734 -2.046 -1.531
N 0.812 -2.459 -2.123
H 3.785 -1.931 -0.997
H 2.630 -1.939 0.359
H 2.757 -0.538 -0.690
C 1.147 -5.812 -3.683
C 0.230 -5.636 -2.582
N -0.517 -5.652 -1.733
H 1.373 -6.811 -4.007
H 2.056 -5.330 -3.369
H 0.700 -5.269 -4.517
C -2.575 3.472 1.279
C -2.476 2.185 2.073
N -2.399 1.232 2.714
H -2.534 3.189 0.241
H -1.739 4.085 1.613
H -3.442 4.008 1.529
C -5.994 0.048 1.920
C -5.501 0.901 0.791
N -5.151 1.561 -0.069
H -6.690 0.561 2.578
H -5.145 -0.233 2.533
H -6.437 -0.853 1.495
C -2.037 -0.156 -0.806
C -1.390 1.109 -0.907
N -0.821 2.044 -1.166
H -2.835 -0.152 -0.060
H -1.191 -0.891 -0.504
H -2.354 -0.503 -1.789
*
```

For the HOMO energy, the calculation gives -8.908 eV. The largest force on an atom comes out at 0.0617 Eh/bohr. The LUMO energy is 0.62 eV. As for the HOMO-LUMO gap: 9.525 eV. The value obtained for the energy above the lowest of the compared OMol25 structures with the same formula, charge and spin is 0.0 kcal/mol.